The following is a quantum chemistry calculation of one molecule with the formula C4H9NO in a non-equilibrium geometry, from OMol25.

Cartesian coordinates (Å):
1 N -1.02 -1.51 1.61
2 C -0.56 -0.23 1.18
3 C 0.02 -0.32 -0.18
4 C 0.63 0.98 -0.63
5 C 1.17 0.76 -1.99
6 O 0.54 0.86 -3.00
7 H -1.24 -1.52 2.57
8 H -1.81 -1.90 1.02
9 H 0.12 0.28 1.79
10 H -1.38 0.72 1.29
11 H 0.93 -1.05 -0.06
12 H -0.69 -0.72 -0.83
13 H 1.33 1.40 0.02
14 H -0.23 1.59 -0.72
15 H 2.20 0.65 -2.06

Computed properties:
Multiplicity: 1
Maximum force, Eh/bohr: 0.0806
E_tot, hartree: -287.7465
ΔE to the lowest compared entry with this formula, charge and spin, kJ/mol: 225.6
Structure (SMILES): NCCCC=O
LUMO, eV: 1.0

Charge distribution, Mulliken scheme, values in e: -0.534, -0.687, -0.416, -0.670, -0.118, -0.481, 0.228, 0.212, 0.435, 0.228, 0.203, 0.412, 0.437, 0.320, 0.429



The following is a quantum chemistry calculation of C48H48ClCsIN11O5 as an isolated structure in a non-equilibrium geometry, from OMol25.

Cartesian coordinates (Å):
1 Cs 0.78 0.93 -0.28
2 O 9.10 -1.11 -0.21
3 C 8.58 -0.35 0.63
4 O 9.12 0.48 1.39
5 C 7.04 -0.27 0.56
6 C 6.32 -1.02 -0.35
7 C 4.93 -0.92 -0.38
8 N 4.25 -0.14 0.46
9 C 4.94 0.56 1.36
10 C 6.33 0.54 1.43
11 C 4.12 1.33 2.35
12 C 4.66 1.78 3.55
13 C 3.85 2.44 4.46
14 C 2.51 2.62 4.15
15 C 2.05 2.15 2.93
16 N 2.83 1.53 2.05
17 C 4.11 -1.70 -1.37
18 C 4.69 -2.53 -2.32
19 C 3.89 -3.22 -3.20
20 C 2.51 -3.08 -3.12
21 C 2.02 -2.23 -2.14
22 N 2.78 -1.56 -1.29
23 H 6.88 -1.67 -1.00
24 H 6.89 1.14 2.13
25 H 5.70 1.60 3.78
26 H 4.25 2.78 5.40
27 H 1.83 3.12 4.84
28 H 1.01 2.27 2.65
29 H 5.77 -2.63 -2.38
30 H 4.33 -3.87 -3.95
31 H 1.84 -3.59 -3.79
32 H 0.95 -2.07 -2.03
33 Cl 0.46 2.37 -8.18
34 C 0.54 2.36 -6.43
35 C 1.00 3.46 -5.77
36 C 1.08 3.50 -4.38
37 I 1.85 5.21 -3.49
38 C 0.70 2.42 -3.55
39 O 0.74 2.41 -2.29
40 C 0.22 1.24 -4.29
41 N -0.15 0.17 -3.53
42 C -0.57 -0.92 -4.13
43 C -0.67 -1.04 -5.53
44 C -0.31 0.02 -6.31
45 C 0.15 1.21 -5.71
46 H 1.31 4.33 -6.35
47 H -0.83 -1.74 -3.48
48 H -1.02 -1.97 -5.96
49 H -0.38 -0.04 -7.39
50 N -1.51 -0.38 4.06
51 C -2.26 -1.43 4.44
52 N -3.43 -1.14 5.08
53 N -1.92 -2.69 4.30
54 C -0.80 -2.87 3.61
55 N 0.16 -3.05 2.99
56 H -1.97 0.51 3.94
57 H -0.73 -0.57 3.44
58 H -3.85 -0.26 4.75
59 H -4.06 -1.92 5.09
60 C -3.64 1.05 -0.13
61 H -4.32 1.88 0.08
62 H -4.18 0.34 -0.76
63 H -2.78 1.43 -0.69
64 C -4.27 -3.74 -0.75
65 C -3.27 -4.31 -1.75
66 N -1.97 -4.64 -1.17
67 C -1.70 -6.03 -0.88
68 C -2.37 -6.54 0.39
69 C -1.12 -3.62 -0.80
70 C 0.13 -4.01 -0.07
71 N -1.32 -2.37 -1.03
72 H -5.19 -3.46 -1.26
73 H -3.87 -2.86 -0.25
74 H -4.52 -4.47 0.02
75 H -3.13 -3.62 -2.58
76 H -3.66 -5.23 -2.19
77 H -0.63 -6.18 -0.81
78 H -2.03 -6.63 -1.74
79 H -2.11 -5.92 1.24
80 H -2.07 -7.57 0.60
81 H -3.46 -6.53 0.29
82 H -0.07 -4.67 0.78
83 H 0.61 -3.12 0.32
84 H 0.84 -4.52 -0.74
85 H -2.18 -2.22 -1.55
86 C 1.71 4.92 0.76
87 O 0.53 4.79 1.54
88 C -0.66 4.81 0.85
89 C -0.77 5.15 -0.48
90 C -2.02 5.13 -1.11
91 C -3.13 4.77 -0.38
92 C -3.02 4.41 0.96
93 C -1.78 4.41 1.60
94 N -1.61 4.02 2.91
95 C -2.57 3.25 3.61
96 C -3.11 2.08 3.15
97 C -4.24 1.41 3.70
98 C -4.84 0.31 3.03
99 C -4.39 -0.25 1.89
100 C -3.22 0.34 1.17
101 C -2.44 1.36 1.99
102 O -1.27 1.56 1.71
103 H 1.79 5.92 0.33
104 H 1.74 4.18 -0.04
105 H 2.55 4.75 1.44
106 H 0.10 5.40 -1.06
107 H -2.08 5.36 -2.17
108 H -4.11 4.73 -0.86
109 H -3.89 4.10 1.52
110 H -0.70 4.16 3.29
111 H -2.97 3.69 4.52
112 H -4.77 1.89 4.52
113 H -5.73 -0.12 3.50
114 H -4.89 -1.10 1.44
115 H -2.48 -0.42 0.89

Computed properties:
Multiplicity: 1
Charge: -2
Maximum force, Eh/bohr: 0.0333
E_tot, hartree: -3614.6028
ΔE to the lowest compared entry with this formula, charge and spin, kJ/mol: 23.6
LUMO, eV: 3.3

Results of the Mulliken charge analysis, in e, for atoms 1 through 99: 1.138, -0.748, 0.470, -0.747, -0.633, -0.940, 1.165, -0.078, 1.299, -0.880, 0.023, -0.857, -0.583, -0.929, -0.634, 0.565, 0.144, -0.719, -0.703, -0.954, -0.934, 0.418, 0.519, 0.471, 0.314, 0.394, 0.509, 0.678, 0.396, 0.390, 0.527, 1.111, -0.329, 0.538, -0.555, -0.145, -0.024, 0.016, -0.170, -0.698, 0.333, -0.042, -1.084, -0.934, 0.361, 0.377, 0.335, 0.435, 0.387, -0.347, 0.517, -0.559, -0.879, 0.757, -0.668, 0.250, 0.233, 0.363, 0.293, -1.506, 0.291, 0.517, 0.267, -0.171, -1.139, 0.339, -0.859, -1.085, 1.085, -1.934, -0.303, 0.402, -0.289, 0.279, 0.358, 0.430, 0.398, 0.434, 0.244, 0.418, 0.287, 0.608, 0.204, 0.389, 0.106, -0.806, -0.409, 0.947, -0.117, -0.760, -0.684, -0.222, 0.087, -0.047, -2.137, 2.211, -1.331, -0.561, -0.935



The following is a quantum chemistry calculation of H4N4O14Zn as an isolated structure in a non-equilibrium geometry, from OMol25.

Cartesian coordinates (Å):
1 Zn -8.64 2.82 -12.06
2 N -5.89 2.55 -10.40
3 O -7.12 2.61 -10.64
4 O -5.22 3.59 -10.27
5 O -5.33 1.45 -10.25
6 N -10.87 3.19 -14.29
7 O -10.22 2.96 -15.30
8 O -10.40 2.97 -13.15
9 O -12.06 3.60 -14.37
10 N -6.72 1.63 -14.41
11 O -6.47 2.09 -15.54
12 O -6.51 0.43 -14.14
13 O -7.21 2.41 -13.53
14 N -8.09 6.03 -12.69
15 O -8.33 6.25 -13.90
16 O -7.72 6.95 -11.95
17 O -8.26 4.86 -12.24
18 O -8.91 0.79 -11.79
19 H -8.58 0.23 -11.08
20 H -9.63 0.30 -12.21
21 O -9.98 3.23 -10.39
22 H -10.53 2.78 -9.74
23 H -9.86 4.12 -10.05

Computed properties:
Multiplicity: 1
Charge: -2
Maximum force, Eh/bohr: 0.0385
E_tot, hartree: -3053.7774
ΔE to the lowest compared entry with this formula, charge and spin, kJ/mol: 12.8
LUMO, eV: 4.0

Charge distribution, Mulliken scheme, values in e: 0.955, 0.840, -0.350, -0.615, -0.650, 0.865, -0.576, -0.443, -0.670, 0.739, -0.611, -0.643, -0.337, 0.734, -0.602, -0.630, -0.341, -0.382, 0.269, 0.269, -0.348, 0.238, 0.289



The following is a quantum chemistry calculation of a 2-piece molecular cluster, C9H14 overall in a non-equilibrium geometry, from OMol25.

Cartesian coordinates (Å):
1 C 1.99 1.67 -0.19
2 C 1.39 0.39 -0.31
3 C 0.79 0.15 -1.55
4 C -0.05 -0.95 -1.73
5 C -0.30 -1.75 -0.55
6 C 0.49 -1.60 0.54
7 C 1.40 -0.51 0.71
8 H 3.08 1.70 -0.18
9 H 1.59 2.34 0.62
10 H 1.79 2.41 -1.02
11 H 0.94 0.75 -2.43
12 H -0.53 -1.20 -2.65
13 H -1.01 -2.63 -0.52
14 H 0.42 -2.25 1.40
15 H 1.95 -0.55 1.60
16 C -2.41 0.95 1.94
17 C -2.32 0.72 0.50
18 H -2.10 0.05 2.60
19 H -1.89 1.99 2.29
20 H -3.43 1.13 1.92
21 H -2.65 1.52 -0.20
22 H -2.82 -0.21 0.19
23 H -1.24 0.52 0.25

Computed properties:
Multiplicity: 1
Maximum force, Eh/bohr: 0.1078
E_tot, hartree: -351.2622
ΔE to the lowest compared entry with this formula, charge and spin, kJ/mol: 178.5
Structure (SMILES): Cc1ccccc1.CC
LUMO, eV: 1.0

Charge distribution, Mulliken scheme, values in e: -1.466, 0.957, -0.569, -0.499, -0.617, -0.196, -0.457, 0.334, 0.265, 0.345, 0.355, 0.402, 0.296, 0.347, 0.479, -0.791, -0.474, 0.229, 0.200, 0.334, 0.344, 0.266, -0.083



The following is a quantum chemistry calculation of one molecule with the formula C6H11I in a non-equilibrium geometry, from OMol25.

Cartesian coordinates (Å):
1 C -1.71 -2.38 0.15
2 C -0.77 -1.28 -0.28
3 C 0.16 -0.58 0.42
4 C 1.07 0.56 0.09
5 C 0.86 1.06 -1.35
6 C 1.11 1.69 1.11
7 I 3.21 -0.26 -0.01
8 H -1.55 -3.18 -0.47
9 H -1.44 -2.64 1.11
10 H -2.69 -2.08 0.15
11 H -0.99 -1.01 -1.24
12 H 0.50 -0.85 1.44
13 H 1.77 1.36 -1.86
14 H 0.32 0.40 -2.04
15 H 0.34 1.91 -1.22
16 H 1.85 2.31 0.84
17 H 1.09 1.23 2.02
18 H 0.19 2.14 1.07

Computed properties:
Multiplicity: 1
Maximum force, Eh/bohr: 0.0783
E_tot, hartree: -532.8361
ΔE to the lowest compared entry with this formula, charge and spin, kJ/mol: 19.4
Structure (SMILES): C/C=C/C(C)(C)I
LUMO, eV: 0.2

Charge distribution, Mulliken scheme, values in e: -1.583, -0.221, -0.093, 0.603, -1.314, -1.717, 0.015, 0.382, 0.423, 0.376, 0.292, 0.214, 0.398, 0.340, 0.396, 0.512, 0.502, 0.476



The following is a quantum chemistry calculation of a 3-piece molecular cluster, C5H14NO2 overall in a non-equilibrium geometry, from OMol25.

Cartesian coordinates (Å):
1 C -2.12 0.38 -0.94
2 O -2.67 0.14 0.36
3 C -0.67 -0.06 -1.14
4 C 0.31 0.71 -0.21
5 C 1.74 0.29 -0.20
6 C 2.72 0.69 -1.08
7 N 2.10 -0.32 0.96
8 H -2.17 1.44 -1.18
9 H -2.70 -0.24 -1.63
10 H -2.77 0.97 0.84
11 H -0.63 -1.14 -0.98
12 H -0.57 0.09 -2.23
13 H -0.02 0.54 0.85
14 H 0.30 1.76 -0.51
15 H 2.46 1.25 -1.97
16 H 3.74 0.31 -1.04
17 H 3.10 -0.42 1.11
18 H 0.27 1.59 2.08
19 H 1.58 0.02 1.77
20 H -1.55 -1.31 1.49
21 H -0.47 -2.25 2.16
22 O -0.68 -1.71 1.40

Computed properties:
Multiplicity: 1
Charge: +1
Maximum force, Eh/bohr: 0.0281
E_tot, hartree: -403.6558
ΔE to the lowest compared entry with this formula, charge and spin, kJ/mol: 749.6
LUMO, eV: -8.5

Charge distribution, Mulliken scheme, values in e: -0.705, -0.521, -0.461, -0.339, 0.698, -0.908, -0.218, 0.401, 0.335, 0.301, 0.367, 0.417, -0.427, 0.557, 0.301, 0.295, 0.267, 0.445, 0.191, 0.308, 0.285, -0.589